A molecular structure, C37H53KN11O5PSe2 at a distorted geometry, computed with wB97M-V/def2-TZVPD.

Last column: Mulliken charge in e.
Atoms and positions in Å:
K 0.914965 -0.868645 -1.289356  1.456
N -2.086915 1.057457 -1.236008  -0.068
N -2.511293 1.253830 -2.541539  -0.365
C -1.835115 0.685682 -3.566658  0.452
N -2.260191 0.959051 -4.806093  -0.362
N -0.809483 -0.061322 -3.192759  -0.256
N -0.045232 -0.674514 -4.156247  0.980
O 0.957967 -1.187357 -3.696245  -0.542
O -0.355753 -0.716868 -5.339607  -0.837
H -2.668125 0.392414 -0.737425  0.071
H -1.919220 1.920707 -0.733167  0.141
H -3.357407 1.768471 -2.733336  0.138
H -3.054169 1.555958 -4.947992  0.150
H -1.829072 0.463772 -5.571154  0.221
C -0.421480 -0.622785 5.927603  -0.734
O -1.014079 -1.173987 4.711382  -0.309
C -0.646725 -0.595146 3.595639  0.559
O 0.102091 0.304341 3.402370  -0.415
H -1.023265 -1.006130 6.744163  0.217
H -0.457907 0.463171 5.888829  0.308
H 0.607191 -0.967767 6.006629  0.315
C 1.343287 -2.882838 1.530560  -0.092
O 2.044803 -1.884713 0.824545  -0.108
H 1.968044 -3.345028 2.304964  0.335
H 0.980975 -3.661660 0.849294  0.223
H 0.477874 -2.420628 2.013622  -0.443
H 2.661252 -2.368123 0.204130  0.210
Se 4.939725 -3.683271 -1.734646  0.016
N 4.303358 -4.509309 -3.216291  -0.964
C 2.975481 -4.392252 -3.169767  0.721
C 2.093560 -4.858992 -4.154499  -0.764
C 0.738306 -4.618635 -3.996905  -1.146
C 0.291706 -3.955144 -2.862747  -0.519
N 1.076773 -3.517710 -1.873834  0.179
C 2.405608 -3.702336 -2.023653  0.465
N 3.277650 -3.223395 -1.135628  -0.574
H 2.491684 -5.367119 -5.022552  0.441
H 0.031002 -4.927430 -4.755793  0.446
H -0.764512 -3.726654 -2.752734  0.629
N -1.260785 2.328517 1.302801  0.378
C -1.649949 3.547578 1.869526  0.406
C -0.719570 4.575193 2.015323  0.311
C -1.115597 5.803987 2.515787  -0.608
C -2.435091 6.030785 2.882656  -0.594
C -3.359901 5.006245 2.737543  -0.515
C -2.976911 3.774439 2.231756  -0.593
H -1.807447 1.531478 1.602714  0.103
H -0.277825 2.123937 1.438427  -0.644
H 0.312563 4.404901 1.731773  0.243
H -0.381757 6.593733 2.620444  0.422
H -2.738324 6.991538 3.275790  0.380
H -4.392724 5.166387 3.020516  0.369
H -3.706940 2.981216 2.116684  0.418
C 4.901343 0.324613 0.024685  -1.785
C 4.672570 1.357173 -1.088760  2.068
C 4.936649 0.676214 -2.433820  -1.865
C 5.659785 2.507207 -0.884173  -1.689
P 2.854490 1.802628 -0.985054  0.507
C 2.784651 2.715515 0.602622  1.168
C 2.444295 1.949616 1.720195  -1.659
C 2.456260 2.502003 2.995338  -0.411
C 2.793003 3.834577 3.173255  -0.806
C 3.111634 4.615437 2.071775  -0.874
C 3.111089 4.059338 0.802298  -0.087
C 2.368742 2.997468 -2.346719  2.391
C 1.031493 3.605423 -1.898506  -1.966
C 3.341322 4.107793 -2.747014  -1.797
C 2.084007 2.141254 -3.590231  -2.645
H 5.905058 -0.093384 -0.088560  0.555
H 4.187934 -0.499798 -0.019041  0.235
H 4.836442 0.778327 1.014854  0.341
H 5.926673 0.213365 -2.411381  0.521
H 4.926598 1.385499 -3.262395  0.286
H 4.218568 -0.120276 -2.645259  0.236
H 6.671214 2.100266 -0.793642  0.523
H 5.449924 3.060082 0.032870  0.243
H 5.665613 3.208466 -1.716802  0.262
H 2.182111 0.903721 1.596642  0.855
H 2.188220 1.885439 3.840876  0.485
H 2.797065 4.269025 4.164700  0.389
H 3.368919 5.659180 2.201624  0.473
H 3.380070 4.680909 -0.039388  -0.197
H 1.134253 4.262150 -1.034304  0.333
H 0.309315 2.824885 -1.640228  0.238
H 0.616104 4.191378 -2.723188  0.652
H 3.689619 4.702636 -1.905883  0.220
H 2.848306 4.786500 -3.449955  0.489
H 4.217320 3.701992 -3.253225  0.359
H 1.475749 1.272123 -3.341957  0.698
H 2.993174 1.775571 -4.064491  0.324
H 1.542756 2.744655 -4.325102  0.586
C -1.771980 -4.047355 2.918310  -1.051
N -1.912204 -4.222973 1.490037  0.470
C -2.463284 -3.344107 0.625258  -0.400
Se -3.135958 -1.670023 1.021340  -0.300
N -2.466084 -3.935124 -0.590441  0.223
C -1.914979 -5.205531 -0.519449  0.246
C -1.682102 -6.184600 -1.470756  -0.653
C -1.079075 -7.350592 -1.030501  -0.649
C -0.723692 -7.532438 0.307417  -0.705
C -0.957386 -6.552138 1.258373  -0.716
C -1.558415 -5.385644 0.813798  0.804
H -1.987563 -3.011193 3.158590  0.104
H -0.753401 -4.295469 3.212990  0.390
H -2.474914 -4.695629 3.443488  0.350
H -2.821788 -3.464122 -1.403732  0.304
H -1.931849 -6.039005 -2.511998  0.431
H -0.863864 -8.133518 -1.744621  0.405
H -0.246877 -8.456086 0.605227  0.401
H -0.675928 -6.690154 2.292881  0.438

Forces on atoms 1 to 6 (eV/Å):
K -0.104 0.143 1.110
N 0.038 -0.027 -0.117
N 0.028 0.020 -0.078
C -0.171 0.184 0.269
N -0.010 -0.055 0.018
N 0.169 -0.272 -0.592

Values from the calculation:
**Relative energy (zero: lowest compared OMol25 entry of this formula, charge and spin)**: 3.6556 eV
**Kohn-Sham gap (spin up / spin down)**: 0.2698 / 0.1582 Ha
**E_tot**: -8164.25130 Eh
**HOMO level (spin up / spin down)**: -0.274 / -0.182 Ha
**Total charge**: 0

---

A molecular structure, C37H53N10O8PSTi at a distorted geometry, computed with wB97M-V/def2-TZVPD.

Last column: Mulliken charge in e.
Atoms and positions in Å:
Ti -0.287371 -0.615671 0.232787  0.071
C 0.459743 -0.080332 -4.222181  -0.762
O 1.665840 -0.073535 -3.408952  -0.418
C 1.302428 -0.248953 -2.165893  0.305
N 0.023333 -0.309117 -1.900405  0.945
C -0.699232 -0.157933 -3.194526  -0.751
C -1.716880 -1.262050 -3.490646  1.288
C -2.016499 -1.613303 -4.804943  -0.862
C -2.901053 -2.650554 -5.083850  -1.332
C -3.512808 -3.349686 -4.053639  -0.623
C -3.250348 -2.992767 -2.736713  -1.081
C -2.373272 -1.945683 -2.466067  0.511
C 2.263202 -0.301451 -1.086141  -0.689
C 3.637003 -0.268987 -1.180176  -0.247
C 4.390875 -0.268693 0.000499  -1.175
C 3.744145 -0.246392 1.231683  -0.633
C 2.358518 -0.257476 1.258152  -0.441
N 1.620318 -0.332028 0.112849  1.641
C 1.477096 -0.126768 2.381031  -0.113
N 0.174135 -0.147834 2.186624  1.450
C -0.445001 0.241008 3.478501  -0.706
C 0.738381 0.144355 4.461756  -0.801
O 1.905980 0.099756 3.599825  -0.452
C -1.656155 -0.534687 3.960858  0.838
C -2.055146 -0.352253 5.287835  -0.622
C -3.187033 -0.980682 5.783745  -0.938
C -3.946683 -1.799557 4.954141  -0.724
C -3.551015 -1.999815 3.640399  -1.439
C -2.410462 -1.370390 3.144865  0.250
H 0.503677 -0.945964 -4.876030  0.471
H 0.459952 0.823077 -4.822827  0.360
H -1.223085 0.800527 -3.169530  0.577
H -1.559166 -1.083893 -5.633516  0.617
H -3.087748 -2.930068 -6.113406  0.442
H -4.167220 -4.184873 -4.272410  0.534
H -3.670034 -3.567765 -1.914921  0.595
H -2.154805 -1.721570 -1.436072  -0.105
H 4.109133 -0.244308 -2.155285  0.685
H 5.471724 -0.259469 -0.045594  0.523
H 4.299500 -0.210802 2.161729  0.694
H -0.751538 1.286243 3.371396  0.251
H 0.706234 -0.768701 5.053814  0.415
H 0.847564 0.994210 5.127355  0.408
H -1.474134 0.287604 5.945370  0.489
H -3.474093 -0.836092 6.817830  0.462
H -4.830513 -2.293138 5.339811  0.527
H -4.100885 -2.670924 2.990755  0.713
H -2.104234 -1.585975 2.134826  0.581
N -4.997118 -0.340809 -2.277314  0.131
C -4.139791 0.768297 -1.757784  -0.689
P -3.487388 0.341613 -0.064280  1.358
O -4.062522 -0.998847 0.264622  -1.344
O -1.998522 0.594736 0.061370  -0.651
C -4.369510 1.467053 1.154239  -1.048
N -4.932979 0.564285 2.222131  -0.038
H -4.418270 -1.179037 -2.428126  -0.158
H -5.441202 -0.097324 -3.163984  0.475
H -5.725333 -0.605425 -1.614405  0.376
H -4.717056 1.690913 -1.735258  0.657
H -3.304918 0.898057 -2.440042  -0.016
H -5.179143 2.022252 0.687002  0.556
H -3.672030 2.173213 1.594580  0.367
H -4.920795 -0.397475 1.813988  0.319
H -5.873778 0.818541 2.518711  0.429
H -4.338940 0.511850 3.053361  0.193
N 1.222412 5.786060 1.204329  -0.091
C -0.180404 5.402015 0.821674  -0.949
C -0.424158 3.938420 1.205135  -0.357
N 0.546595 3.007139 0.641782  0.084
C 1.913199 3.429166 0.957362  -0.514
C 2.224882 4.869683 0.557334  -0.928
H 1.325264 5.734215 2.219016  0.392
H 1.410666 6.755710 0.944206  0.367
H -0.271917 5.547403 -0.253291  0.394
H -0.878178 6.067923 1.324897  0.462
H -1.424775 3.655159 0.882576  -0.014
H -0.383960 3.850925 2.296726  0.367
H 0.421723 2.921456 -0.359917  0.212
H 2.625347 2.772704 0.458258  0.184
H 2.063357 3.312227 2.036382  0.379
H 2.139699 5.008450 -0.519162  0.377
H 3.226032 5.162758 0.867752  0.461
C -5.213708 -6.861959 1.093567  -1.145
C -3.955240 -6.866842 1.955142  -0.577
S -2.650088 -5.967490 1.126475  1.208
O -2.616523 -6.319192 -0.271161  -0.738
O -2.772580 -4.547808 1.427876  -0.506
C -1.152933 -6.567047 1.933994  -0.823
C 0.167341 -6.212219 1.217135  -1.224
N 0.211742 -4.905586 0.528918  0.310
C 0.231707 -3.701667 1.124904  0.348
N 0.155691 -2.716315 0.211306  0.919
C 0.073272 -3.351566 -1.013177  -0.964
C 0.125947 -4.680758 -0.830715  -0.313
N 0.012803 -5.660385 -1.895533  1.249
O 0.268125 -6.818821 -1.655350  -0.637
O -0.304893 -5.197422 -2.974562  -0.620
C 0.375220 -3.536546 2.594682  -1.256
H -5.950215 -7.543924 1.512820  0.420
H -4.977760 -7.194761 0.083218  0.331
H -5.652781 -5.864697 1.033718  0.270
H -3.578139 -7.881886 2.101240  0.456
H -4.086362 -6.382079 2.923345  0.352
H -1.248320 -7.653412 1.956675  0.654
H -1.198329 -6.178537 2.952197  0.467
H 0.381818 -6.959644 0.469503  0.498
H 0.974021 -6.227237 1.944419  0.447
H 0.080549 -2.845863 -1.953855  0.708
H 0.903317 -4.384224 3.028721  0.604
H -0.607756 -3.465635 3.067674  0.090
H 0.941415 -2.638131 2.813044  0.003

Forces on atoms 1 to 6 (eV/Å):
Ti -0.953 -0.735 -0.606
C -0.139 -0.033 0.028
O 0.157 -0.059 -0.204
C -0.556 0.070 -0.103
N 0.127 -0.032 -0.289
C 0.095 -0.170 0.020

Values from the calculation:
**Relative energy (zero: lowest compared OMol25 entry of this formula, charge and spin)**: 1.1785 eV
**⟨S²⟩**: 2.03
**Kohn-Sham gap (spin up / spin down)**: 0.2207 / 0.3037 Ha
**E_tot**: -4179.01999 Eh
**Spin multiplicity**: 3
**HOMO level (spin up / spin down)**: -0.574 / -0.664 Ha
**Total charge**: +4

---

Q: relative energy (zero: lowest compared OMol25 entry of this formula, charge and spin) of number 2 (C37H53N10O8PSTi)?
A: 1.1785 eV